[1]
Molecular formula: CH3ClOS2
Method: DFT, ωB97M-V/def2-TZVPD

Summary:
Highest occupied orbital energy (alpha / beta) in eV: -8.195 / -10.058
Gap between HOMO and LUMO (alpha / beta) in eV: 3.96 / 8.93
Net charge: 0
Maximum force in hartree/bohr: 0.0297

Geometry (Å):
C (-0.141, -0.527, -0.307)
O (2.309, 0.867, -0.602)
S (-0.309, 1.035, 0.570)
S (1.543, 1.855, 0.143)
Cl (-3.059, -0.770, 1.613)
H (-0.475, -0.385, -1.330)
H (-0.774, -1.246, 0.204)
H (0.906, -0.830, -0.291)


[2]
Molecular formula: C6H13NO3
Method: DFT, ωB97M-V/def2-TZVPD

Summary:
Highest occupied orbital energy in eV: -8.936
Gap between HOMO and LUMO in eV: 9.74
Net charge: 0
SMILES: C=C(O)CC.COC(N)=O
Maximum force in hartree/bohr: 0.0382

Geometry (Å):
C (1.673, 0.934, 0.755)
C (0.757, 1.196, -0.189)
O (1.043, 0.900, -1.480)
C (-0.590, 1.794, 0.134)
C (-1.674, 1.546, -0.912)
H (2.667, 0.633, 0.477)
H (1.527, 1.302, 1.755)
H (0.238, 0.964, -2.009)
H (-0.449, 2.872, 0.265)
H (-0.925, 1.395, 1.092)
H (-2.616, 1.951, -0.553)
H (-1.818, 0.477, -1.068)
H (-1.449, 2.037, -1.861)
C (0.672, -2.252, -0.855)
O (-0.558, -1.678, -0.440)
C (-0.839, -1.535, 0.884)
N (0.235, -1.575, 1.723)
O (-1.965, -1.271, 1.219)
H (0.461, -2.725, -1.816)
H (1.432, -1.479, -1.005)
H (1.053, -3.013, -0.168)
H (1.125, -1.109, 1.378)
H (0.000, -1.364, 2.676)


[3]
Molecular formula: C2H4P2
Method: DFT, ωB97M-V/def2-TZVPD

Summary:
Highest occupied orbital energy in eV: -8.602
Gap between HOMO and LUMO in eV: 8.30
Net charge: 0
SMILES: P[C@@H]1C=P1
Maximum force in hartree/bohr: 0.0842

Geometry (Å):
P (1.849, -0.267, 0.126)
C (-0.093, 0.265, -0.330)
C (-1.416, 0.951, 0.135)
P (-1.683, -0.759, 0.312)
H (1.533, -1.551, -0.579)
H (1.362, -0.612, 1.325)
H (-0.025, -0.019, -1.409)
H (-1.527, 1.992, 0.419)


[4]
Molecular formula: C8H12O3S
Method: DFT, ωB97M-V/def2-TZVPD

Summary:
Multiplicity: 3
Highest occupied orbital energy (alpha / beta) in eV: -6.224 / -9.141
Gap between HOMO and LUMO (alpha / beta) in eV: 7.05 / 8.67
Net charge: 0
Maximum force in hartree/bohr: 0.0809

Geometry (Å):
C (-1.521, 1.993, -0.530)
C (-2.073, -1.551, -0.635)
C (-2.292, -0.838, 0.782)
C (1.088, 1.978, 0.210)
C (-0.133, 1.397, -0.706)
C (2.205, -0.413, 0.499)
C (-0.397, 0.019, -0.264)
C (2.945, -1.590, 0.129)
O (-1.867, 2.662, 0.446)
O (-0.884, -0.934, -1.171)
O (-0.983, -0.206, 0.928)
S (2.577, 1.110, -0.264)
H (-2.301, 1.739, -1.313)
H (-1.763, -2.599, -0.544)
H (-2.968, -1.411, -1.265)
H (-3.079, -0.098, 0.797)
H (-2.307, -1.414, 1.619)
H (1.035, 3.097, 0.028)
H (0.941, 1.814, 1.339)
H (0.129, 1.519, -1.748)
H (2.043, -0.328, 1.620)
H (2.841, -1.942, -0.893)
H (2.655, -2.420, 0.727)
H (4.110, -1.585, 0.210)


[5]
Molecular formula: C21H24N2O2P2Tb
Method: DFT, ωB97M-V/def2-TZVPD

Summary:
Multiplicity: 7
Highest occupied orbital energy (alpha / beta) in eV: -8.942 / -9.150
Gap between HOMO and LUMO (alpha / beta) in eV: 5.35 / 5.98
Net charge: +1
Maximum force in hartree/bohr: 0.1566

Geometry (Å):
C (0.930, -3.684, -0.112)
C (0.667, -2.356, -0.417)
C (-0.384, -1.734, 0.307)
C (-1.218, -2.482, 1.103)
C (-0.966, -3.818, 1.367)
C (0.150, -4.400, 0.783)
C (-2.407, -1.668, 1.740)
C (-2.832, -0.372, 0.988)
C (-1.826, 0.234, 0.279)
C (-2.082, 1.440, -0.427)
C (-3.343, 2.009, -0.281)
C (-4.331, 1.403, 0.483)
C (-4.086, 0.189, 1.101)
H (1.763, -4.171, -0.597)
H (-1.646, -4.328, 2.051)
H (0.385, -5.422, 1.026)
H (-3.260, -2.301, 1.319)
H (-3.546, 2.943, -0.797)
H (-5.297, 1.873, 0.578)
H (-4.821, -0.348, 1.690)
N (-0.502, -0.309, 0.334)
Tb (1.000, 0.742, 1.086)
C (1.452, -1.632, -1.507)
H (0.782, -1.182, -2.266)
H (2.114, -2.355, -2.011)
C (-1.017, 2.107, -1.323)
H (-0.520, 1.358, -1.981)
H (-1.506, 2.867, -1.964)
P (2.602, -0.255, -0.961)
P (0.316, 3.040, -0.407)
C (-0.642, 4.411, 0.313)
H (-0.003, 4.897, 1.064)
H (-0.920, 5.145, -0.456)
H (-1.542, 4.039, 0.815)
C (1.226, 3.863, -1.760)
H (0.562, 4.543, -2.313)
H (2.041, 4.441, -1.304)
H (1.660, 3.120, -2.441)
C (4.062, -1.213, -0.410)
H (4.840, -1.188, -1.183)
H (4.442, -0.742, 0.507)
H (3.788, -2.249, -0.173)
C (3.170, 0.460, -2.550)
H (3.265, 1.547, -2.409)
H (4.153, 0.041, -2.809)
H (2.446, 0.260, -3.353)
C (-1.590, -1.032, 2.879)
O (-0.934, -0.251, 3.439)
H (-2.937, -2.093, 2.489)
O (2.169, -2.851, 3.383)
C (2.121, -1.798, 2.831)
N (2.051, -0.738, 2.256)


[6]
Molecular formula: C7H8ClN2O2
Method: DFT, ωB97M-V/def2-TZVPD

Summary:
Highest occupied orbital energy in eV: -2.550
Gap between HOMO and LUMO in eV: 5.84
Net charge: -1
Maximum force in hartree/bohr: 0.0859

Geometry (Å):
C (0.460, -1.650, -0.845)
C (-0.386, -0.416, -1.192)
C (1.382, -1.232, 0.154)
C (-1.941, 2.081, 0.237)
C (-1.584, -0.382, -0.295)
C (-2.303, 0.974, -0.369)
C (1.221, 0.211, 0.193)
N (2.152, -2.028, 0.860)
N (0.980, 0.749, 1.452)
O (0.322, 0.680, -0.723)
O (-1.544, 2.931, 0.984)
Cl (3.158, 0.889, -0.592)
H (0.157, -2.482, -1.374)
H (-0.887, -0.356, -2.265)
H (-2.448, -1.204, -0.511)
H (-1.111, -0.570, 0.770)
H (-2.942, 0.910, -1.272)
H (2.732, -1.480, 1.466)
H (1.748, 0.669, 2.094)
H (0.834, 1.705, 1.228)


[7]
Molecular formula: C14H16F16O3
Method: DFT, ωB97M-V/def2-TZVPD

Summary:
Multiplicity: 2
Highest occupied orbital energy (alpha / beta) in eV: -14.295 / -14.285
Gap between HOMO and LUMO (alpha / beta) in eV: 11.23 / 4.76
Net charge: +1
Maximum force in hartree/bohr: 0.0974

Geometry (Å):
C (-3.516, 0.637, 0.731)
C (-4.386, 1.600, 1.583)
C (-3.805, 2.505, 2.708)
F (-2.979, 1.910, 3.558)
F (-3.279, 3.733, 2.302)
F (-4.991, 2.330, 0.741)
F (-5.445, 0.893, 2.087)
O (-2.783, -0.329, 1.451)
C (-2.777, -1.601, 0.882)
C (-1.701, -2.517, 1.583)
F (-1.627, -3.709, 0.993)
F (-0.458, -1.944, 1.607)
F (-3.996, -2.186, 0.939)
F (-2.334, -1.447, -0.394)
H (-2.766, 1.012, 0.034)
H (-4.193, 0.227, -0.018)
H (-4.731, 2.845, 3.170)
H (-2.128, -2.529, 2.586)
C (2.381, -1.658, 0.056)
C (3.883, -1.568, 0.225)
C (4.502, -0.266, -0.281)
F (5.790, -0.203, 0.063)
F (4.401, -0.117, -1.567)
F (4.227, -1.751, 1.487)
F (4.498, -2.633, -0.402)
O (2.048, -1.708, -1.303)
C (1.269, -2.819, -1.881)
C (1.654, -2.980, -3.395)
F (2.977, -2.908, -3.612)
F (1.172, -4.149, -3.871)
F (1.520, -3.928, -1.220)
F (-0.016, -2.452, -1.663)
H (1.862, -0.809, 0.502)
H (2.039, -2.555, 0.573)
H (3.910, 0.514, 0.197)
H (1.202, -2.194, -4.000)
C (-0.221, 2.677, 0.064)
C (0.084, 2.258, -1.381)
C (1.588, 1.870, -1.280)
O (2.065, 2.283, 0.069)
C (1.078, 3.256, 0.581)
H (-0.480, 1.837, 0.709)
H (-1.016, 3.423, 0.054)
H (0.004, 3.123, -2.039)
H (-0.582, 1.509, -1.808)
H (2.036, 2.141, -2.236)
H (1.779, 0.811, -1.105)
H (1.324, 4.269, 0.262)
H (0.918, 3.294, 1.658)


[8]
Molecular formula: C5H9BeO3
Method: DFT, ωB97M-V/def2-TZVPD

Summary:
Multiplicity: 2
Highest occupied orbital energy (alpha / beta) in eV: -5.518 / -8.740
Gap between HOMO and LUMO (alpha / beta) in eV: 6.15 / 9.21
Net charge: 0
Maximum force in hartree/bohr: 0.1381

Geometry (Å):
O (-1.698, 0.702, -1.481)
C (-0.861, 0.318, -0.652)
O (-0.265, -0.815, -0.904)
C (0.353, -1.613, 0.134)
C (0.138, 1.383, 0.477)
H (0.701, 0.865, 1.273)
C (0.595, 2.804, 0.238)
H (1.686, 2.881, 0.359)
H (0.403, 3.127, -0.796)
H (0.125, 3.499, 0.955)
C (0.270, -3.059, -0.284)
H (-0.188, -1.434, 1.073)
H (1.388, -1.282, 0.262)
H (-0.758, -3.436, -0.210)
H (0.906, -3.652, 0.386)
H (0.632, -3.193, -1.312)
Be (-2.157, 1.694, -0.308)
O (-1.273, 1.211, 0.790)


[9]
Molecular formula: C6H12
Method: DFT, ωB97M-V/def2-TZVPD

Summary:
Multiplicity: 2
Highest occupied orbital energy (alpha / beta) in eV: -15.186 / -16.737
Gap between HOMO and LUMO (alpha / beta) in eV: 10.83 / 8.92
Net charge: +1
Maximum force in hartree/bohr: 0.0170

Geometry (Å):
C (2.176, -0.776, -0.493)
C (1.172, 0.300, -0.947)
C (-0.142, 0.160, -0.319)
C (-0.481, 0.972, 0.798)
C (-1.703, 0.857, 1.596)
C (-1.092, -0.828, -0.802)
H (3.173, -0.365, -0.582)
H (2.096, -0.971, 0.578)
H (2.106, -1.681, -1.081)
H (1.062, 0.210, -2.025)
H (1.573, 1.275, -0.671)
H (0.265, 1.664, 1.183)
H (-1.493, 0.130, 2.394)
H (-2.599, 0.556, 1.049)
H (-1.974, 1.798, 2.066)
H (-0.814, -1.231, -1.773)
H (-1.223, -1.662, -0.102)
H (-2.101, -0.409, -0.870)


[10]
Molecular formula: C7H11IO2
Method: DFT, ωB97M-V/def2-TZVPD

Summary:
Highest occupied orbital energy (alpha / beta) in eV: -8.057 / -8.057
Gap between HOMO and LUMO (alpha / beta) in eV: 6.67 / 6.67
Net charge: 0
Maximum force in hartree/bohr: 0.0817

Geometry (Å):
C (-1.806, 1.162, 0.380)
C (-1.072, 1.098, 1.755)
C (0.562, -0.262, -1.942)
C (1.049, -0.905, -0.510)
C (-1.233, 0.015, -0.454)
C (-0.040, -0.474, 0.424)
C (2.453, -0.387, -0.112)
O (-0.495, 0.585, -1.584)
O (0.079, 0.329, 1.488)
I (-1.831, -2.637, 1.946)
H (-2.935, 1.226, 0.359)
H (-1.494, 2.112, -0.178)
H (-0.701, 2.046, 2.204)
H (-1.666, 0.446, 2.582)
H (1.377, 0.417, -2.317)
H (0.291, -1.121, -2.555)
H (1.121, -2.017, -0.628)
H (-1.996, -0.750, -0.769)
H (2.512, -0.448, 0.917)
H (2.634, 0.554, -0.383)
H (3.191, -0.990, -0.622)


[11]
Molecular formula: C17H30N2O3
Method: DFT, ωB97M-V/def2-TZVPD

Summary:
Highest occupied orbital energy in eV: -8.415
Gap between HOMO and LUMO in eV: 9.11
Net charge: 0
SMILES: CCCCC[C@@H](O)CCC(=O)NNC1=CC(=O)CC(C)(C)C1
Maximum force in hartree/bohr: 0.0158

Geometry (Å):
C (4.750, 1.030, -0.210)
C (3.372, 0.458, -0.520)
C (2.230, 1.422, -0.200)
C (1.965, 1.554, 1.298)
C (0.870, 2.571, 1.635)
C (-0.479, 2.241, 0.979)
O (-0.810, 0.877, 1.124)
C (-1.597, 3.135, 1.536)
C (-2.911, 2.977, 0.755)
C (-3.273, 1.508, 0.686)
O (-3.717, 0.867, 1.616)
N (-3.114, 0.954, -0.549)
N (-3.099, -0.441, -0.662)
C (-1.966, -1.097, -1.067)
C (-0.997, -0.529, -1.820)
C (0.175, -1.240, -2.273)
O (1.063, -0.699, -2.909)
C (0.238, -2.716, -1.925)
C (-0.477, -3.063, -0.619)
C (-0.484, -4.581, -0.423)
C (0.230, -2.402, 0.566)
C (-1.922, -2.554, -0.717)
H (5.526, 0.324, -0.497)
H (4.910, 1.955, -0.761)
H (4.860, 1.240, 0.852)
H (3.318, 0.208, -1.581)
H (3.226, -0.468, 0.042)
H (2.456, 2.404, -0.622)
H (1.331, 1.043, -0.688)
H (2.879, 1.863, 1.808)
H (1.679, 0.576, 1.690)
H (0.737, 2.599, 2.721)
H (1.177, 3.566, 1.309)
H (-0.396, 2.393, -0.102)
H (-0.910, 0.684, 2.065)
H (-1.774, 2.860, 2.580)
H (-1.280, 4.178, 1.506)
H (-3.703, 3.511, 1.281)
H (-2.805, 3.393, -0.247)
H (-2.590, 1.432, -1.266)
H (-3.592, -0.831, 0.138)
H (-1.022, 0.517, -2.089)
H (-0.231, -3.255, -2.754)
H (1.287, -3.017, -1.891)
H (-0.977, -5.078, -1.256)
H (0.533, -4.957, -0.354)
H (-1.008, -4.846, 0.493)
H (0.191, -1.319, 0.481)
H (-0.245, -2.693, 1.501)
H (1.272, -2.710, 0.601)
H (-2.452, -3.118, -1.491)
H (-2.442, -2.724, 0.229)


[12]
Molecular formula: C3H7NO2
Method: DFT, ωB97M-V/def2-TZVPD

Summary:
Highest occupied orbital energy in eV: -8.601
Gap between HOMO and LUMO in eV: 9.71
Net charge: 0
Maximum force in hartree/bohr: 0.0232

Geometry (Å):
C (-1.745, 0.302, -0.212)
C (-0.621, 0.002, 0.760)
O (-0.339, -1.362, 0.865)
C (1.070, 0.159, -0.606)
O (0.564, 0.815, 0.449)
N (2.387, 0.169, -0.573)
H (-1.773, 1.375, -0.411)
H (-2.690, -0.018, 0.237)
H (-1.607, -0.222, -1.164)
H (-0.830, 0.319, 1.774)
H (-0.191, -1.705, -0.032)
H (2.828, -0.449, -1.233)
H (2.947, 0.614, 0.147)